# 1
{"formula": "C33H72NO10P", "method": "ωB97M-V/def2-TZVPD", "elements": ["C", "C", "N", "C", "C", "C", "O", "C", "O", "C", "P", "C", "C", "C", "C", "C", "C", "C", "O", "C", "C", "O", "C", "C", "O", "H", "H", "H", "H", "H", "H", "H", "H", "H", "H", "H", "H", "H", "H", "H", "H", "H", "H", "H", "H", "H", "H", "H", "H", "H", "H", "H", "H", "H", "H", "H", "H", "C", "C", "C", "O", "H", "H", "H", "H", "H", "H", "H", "H", "C", "C", "C", "O", "H", "H", "H", "H", "H", "H", "H", "H", "C", "C", "C", "O", "H", "H", "H", "H", "H", "H", "H", "H", "C", "C", "C", "O", "H", "H", "H", "H", "H", "H", "H", "H", "C", "C", "C", "O", "H", "H", "H", "H", "H", "H", "H", "H"], "coordinates": [[-1.01930, -6.62446, -1.12690], [-1.16577, -5.65364, -2.31996], [-2.46244, -4.97113, -2.35772], [-2.43041, -3.97676, -3.44926], [-3.63578, -3.03512, -3.42038], [-3.36777, -1.68368, -2.75329], [-4.31456, -0.63418, -2.96705], [-3.65942, 0.56935, -2.88969], [-3.98727, 1.53059, -3.41413], [-2.40831, 0.27148, -2.02822], [-1.13229, 1.60324, -1.82381], [-1.75002, 2.99468, -0.76235], [-3.20534, 3.39042, -1.03473], [0.39352, 0.93888, -0.99544], [0.24704, -0.45988, -0.33712], [-1.98234, -1.01566, -2.81021], [-1.38842, -0.55789, -4.16476], [-2.01850, -1.16258, -5.42157], [-1.31001, -2.38374, -5.73731], [-1.44850, -2.79667, -7.02486], [-2.80623, -2.68637, -7.69994], [-0.52551, -3.24832, -7.55880], [-3.54853, -5.89277, -2.49595], [-4.14901, -6.28702, -3.84034], [-4.01055, -6.36308, -1.52396], [-1.47406, -6.15810, -0.25605], [-1.47567, -7.57952, -1.37020], [0.05063, -6.71652, -0.93694], [-0.91070, -6.15563, -3.26775], [-0.38160, -4.90525, -2.18272], [-2.42226, -4.46011, -4.43396], [-1.46937, -3.47244, -3.37292], [-3.99103, -2.87314, -4.44261], [-4.48796, -3.47999, -2.90219], [-3.47075, -1.92154, -1.68044], [-2.65255, -0.10880, -1.02608], [-1.69919, 2.68885, 0.29331], [-1.06753, 3.82656, -0.92036], [-3.33454, 3.69182, -2.07375], [-3.51195, 4.16659, -0.32503], [-3.86541, 2.53626, -0.86195], [0.64640, 1.65360, -0.20505], [1.23816, 0.88807, -1.67783], [-0.79227, -0.62347, -0.04281], [0.84875, -0.54540, 0.55775], [0.53045, -1.25650, -1.02868], [-1.33387, -1.61804, -2.17913], [-0.34465, -0.87699, -4.17079], [-1.36865, 0.52418, -4.29257], [-3.10011, -1.28708, -5.34382], [-1.82849, -0.46122, -6.24157], [-3.57709, -3.08418, -7.04058], [-2.73755, -3.30222, -8.58855], [-2.97951, -1.64050, -7.94836], [-3.43449, -6.18326, -4.65947], [-4.40029, -7.34251, -3.77754], [-5.03693, -5.69669, -4.05434], [3.12145, -1.18028, -5.49255], [2.95732, -0.26820, -4.28644], [4.24818, -0.16455, -3.48875], [1.91189, -0.76320, -3.44839], [3.38421, -2.19397, -5.17668], [2.18619, -1.25172, -6.04996], [3.90010, -0.81293, -6.16310], [2.65028, 0.72527, -4.61697], [4.54679, -1.14617, -3.10941], [4.11237, 0.48621, -2.62318], [5.05996, 0.23296, -4.09996], [2.16667, -1.64384, -3.14709], [-0.04672, 0.72756, 4.88415], [-0.63553, -0.03498, 3.70785], [-1.14488, -1.40279, 4.13483], [0.35357, -0.18770, 2.68748], [0.80465, 0.18957, 5.30947], [0.32182, 1.70322, 4.56178], [-0.78791, 0.87736, 5.67065], [-1.45343, 0.53987, 3.26924], [-0.32809, -2.01025, 4.53472], [-1.55719, -1.94181, 3.28026], [-1.91892, -1.31611, 4.89898], [1.08484, -0.69502, 3.06040], [4.27004, 2.03562, 7.02539], [2.81918, 2.37894, 7.32330], [2.71351, 3.43433, 8.41371], [2.11405, 1.20217, 7.72441], [4.76066, 1.62707, 7.91390], [4.33192, 1.27335, 6.24802], [4.82599, 2.91097, 6.69541], [2.33454, 2.74079, 6.41467], [3.15403, 3.07022, 9.34617], [1.66787, 3.66643, 8.62212], [3.22426, 4.35443, 8.12482], [2.52853, 0.86794, 8.52847], [8.49065, 0.88254, 4.15994], [7.00880, 1.12173, 4.40612], [6.26711, 1.38514, 3.10418], [6.83869, 2.22957, 5.28978], [8.95183, 1.76169, 3.70117], [9.01044, 0.70235, 5.10186], [8.65001, 0.02509, 3.50395], [6.57563, 0.25326, 4.90526], [6.65792, 2.28028, 2.61219], [5.20753, 1.56168, 3.29634], [6.36124, 0.54259, 2.41697], [7.21706, 3.00867, 4.86495], [-2.33009, 7.17676, 2.83531], [-3.44059, 6.39687, 2.14822], [-4.50653, 5.96209, 3.14247], [-2.89289, 5.25047, 1.49668], [-1.83330, 6.55785, 3.58800], [-1.56940, 7.47568, 2.11284], [-2.71850, 8.07207, 3.32365], [-3.89414, 7.01285, 1.37035], [-4.07766, 5.30525, 3.90472], [-5.29238, 5.39798, 2.63825], [-4.95858, 6.82184, 3.63982], [-2.48524, 4.69240, 2.16996]], "smiles": "CCN(CC[C@@H]1OC(=O)[C@H](P(CC)CC)[C@@H]1CCOC(C)=O)C(C)=O.CC(C)O.CC(C)O.CC(C)O.CC(C)O.CC(C)O", "e_homo_ev": -7.125, "total_charge": 0, "homo_lumo_gap_ev": 7.5, "de_lowest_kj_mol": 0.0}

***

# 2
{"formula": "C26H66F2N9O18S2", "method": "ωB97M-V/def2-TZVPD", "elements": ["N", "S", "O", "O", "F", "S", "O", "O", "F", "C", "C", "O", "N", "H", "H", "C", "H", "H", "H", "H", "H", "H", "C", "C", "O", "N", "H", "H", "C", "H", "H", "H", "H", "H", "H", "C", "C", "O", "N", "H", "H", "C", "H", "H", "H", "H", "H", "H", "C", "C", "O", "N", "H", "H", "C", "H", "H", "H", "H", "H", "H", "C", "C", "O", "N", "H", "H", "C", "H", "H", "H", "H", "H", "H", "C", "C", "O", "N", "H", "H", "C", "H", "H", "H", "H", "H", "H", "C", "C", "O", "N", "H", "H", "C", "H", "H", "H", "H", "H", "H", "C", "C", "O", "N", "H", "H", "C", "H", "H", "H", "H", "H", "H", "O", "C", "O", "O", "H", "O", "C", "O", "O", "H"], "coordinates": [[-0.06320, -0.11087, 0.93342], [-0.18786, 0.93831, -0.13085], [-0.57008, 0.37474, -1.46256], [0.69411, 2.19335, -0.14023], [-1.61396, 1.66748, 0.29525], [1.61900, -0.48218, 0.63288], [2.66672, -0.06451, 1.53487], [1.98685, -0.76157, -0.71257], [1.43496, -2.00964, 1.16556], [1.74601, -8.08444, -2.42915], [2.03231, -7.50635, -1.02558], [2.69510, -8.00738, -0.15998], [1.55636, -6.10211, -0.59441], [0.67108, -5.89853, -1.03592], [1.38133, -6.15252, 0.39903], [2.60109, -5.02216, -0.81204], [0.86485, -8.72278, -2.36437], [2.62633, -8.57376, -2.84591], [1.54106, -7.23476, -3.08042], [2.31867, -4.11768, -0.27329], [2.55391, -4.79184, -1.87638], [3.54769, -5.42193, -0.44842], [2.70078, -3.97237, 3.20693], [3.04651, -2.70982, 3.93758], [2.56901, -2.23158, 4.96261], [4.49624, -2.28590, 3.48379], [4.69983, -2.58506, 2.54084], [4.72878, -1.30653, 3.40094], [5.54018, -2.90110, 4.41240], [2.97686, -4.02305, 2.15369], [1.67609, -4.31858, 3.34204], [3.42426, -4.63538, 3.68136], [5.55093, -2.29468, 5.31807], [6.54920, -2.72201, 4.04106], [5.34723, -3.95361, 4.61998], [-1.72699, -2.60675, -2.43256], [-0.84686, -2.85985, -1.20488], [0.28089, -3.29597, -1.26012], [-1.43922, -2.35576, 0.16810], [-1.06209, -1.46593, 0.46148], [-2.41481, -2.10802, 0.08478], [-1.23720, -3.45236, 1.20909], [-1.16962, -3.06695, -3.24844], [-1.78769, -1.52451, -2.54736], [-2.69468, -3.10017, -2.34195], [-1.60033, -3.13151, 2.18546], [-0.19521, -3.71087, 1.39756], [-1.64582, -4.38336, 0.81618], [-6.48534, -0.18460, -4.42243], [-5.22676, -0.32616, -3.71222], [-4.32125, -1.14696, -3.94828], [-5.06910, 0.75016, -2.60539], [-5.76581, 1.47001, -2.73388], [-5.25300, 0.23632, -1.75554], [-3.63912, 1.32757, -2.44361], [-6.81897, 0.84807, -4.52434], [-7.36976, -0.65962, -3.99789], [-6.38203, -0.56302, -5.43940], [-3.63177, 1.77527, -1.44982], [-3.43507, 2.09939, -3.18575], [-2.90422, 0.53349, -2.57570], [-0.39159, 6.06379, 1.98141], [0.65925, 5.62026, 0.98800], [0.38987, 5.09772, -0.07325], [2.16381, 5.60178, 1.41163], [2.62434, 6.11054, 0.67056], [2.37596, 6.22718, 2.17581], [2.74397, 4.13434, 1.55732], [-1.14645, 5.33488, 2.27635], [-0.97916, 6.77985, 1.40686], [-0.10318, 6.57486, 2.89996], [2.23405, 3.70786, 2.42115], [3.82190, 4.25793, 1.66167], [2.60749, 3.50455, 0.67821], [-2.37053, 2.86375, 3.83721], [-1.08841, 2.22899, 3.31128], [-0.12040, 2.92696, 2.98156], [-0.93233, 0.69352, 3.42480], [-1.83163, 0.24966, 3.54462], [-0.60710, 0.39372, 2.51681], [0.01673, 0.25181, 4.61241], [-2.22680, 3.90818, 4.11401], [-2.63475, 2.22808, 4.68232], [-3.16152, 2.80751, 3.08937], [0.04785, -0.83408, 4.70172], [-0.22771, 0.67677, 5.58595], [0.94859, 0.73666, 4.32144], [-3.43098, 4.90378, 0.31392], [-4.83896, 5.19956, 0.75263], [-5.42861, 4.46327, 1.50719], [-5.74879, 6.24174, 0.07410], [-6.43901, 6.38926, 0.79655], [-5.16206, 7.05724, -0.02981], [-6.37786, 5.85495, -1.28606], [-2.88333, 5.77628, 0.67016], [-3.36720, 4.82162, -0.77111], [-3.05325, 3.96261, 0.71345], [-5.61238, 5.32504, -1.85293], [-6.75720, 6.75357, -1.77255], [-7.22963, 5.24928, -0.97664], [2.60595, -1.40045, -5.69760], [2.57368, -1.94974, -4.20781], [2.27566, -3.12766, -3.88036], [3.02569, -0.93399, -3.19571], [3.29190, -0.14770, -3.77102], [2.27413, -0.56136, -2.63322], [4.16054, -1.55477, -2.34132], [2.32130, -0.34829, -5.70390], [1.81634, -1.91607, -6.24420], [3.59485, -1.56818, -6.12425], [3.62300, -2.15901, -1.61054], [4.49097, -0.72714, -1.71366], [5.02435, -1.94640, -2.87850], [-1.17640, 0.76170, -4.10697], [-0.01621, 0.95931, -4.84648], [0.95837, 1.16108, -4.15312], [-0.02130, 1.12214, -6.04880], [-0.77064, 0.77555, -3.23704], [3.34456, 1.85282, 3.82058], [4.66137, 1.83993, 3.58727], [5.35255, 2.81881, 3.71149], [5.18620, 0.74338, 3.35038], [3.35431, 0.89315, 3.84372]], "spin_multiplicity": 2, "e_homo_ev": [-17.692, -17.691], "total_charge": 6, "homo_lumo_gap_ev": [3.4, 1.7]}

***

# 3
{"formula": "C3H18O7", "method": "ωB97M-V/def2-TZVPD", "elements": ["C", "C", "C", "O", "H", "H", "H", "H", "H", "H", "O", "H", "H", "O", "H", "H", "O", "H", "H", "O", "H", "H", "O", "H", "H", "O", "H", "H"], "coordinates": [[2.02479, 0.54140, -2.12610], [0.91402, -0.32540, -1.69396], [-0.20387, -0.52335, -2.47341], [-1.32594, -1.23981, -2.25040], [2.97237, -0.22051, -2.18409], [1.85051, 0.94311, -3.09221], [2.40679, 1.31722, -1.43606], [0.86973, -0.73625, -0.62874], [-0.39114, -0.12112, -3.45632], [-1.07308, -1.82158, -1.40557], [-1.19884, 0.16038, 2.81662], [-1.47524, 0.30242, 1.88926], [-0.45409, -0.39706, 2.81986], [1.78231, 1.41482, 1.75486], [2.36258, 1.98195, 2.13410], [1.05424, 2.10757, 1.53905], [-1.90992, -3.22446, 0.73413], [-2.27407, -2.50131, 1.21835], [-1.07903, -3.58620, 0.48942], [-2.16352, 0.79148, 0.47666], [-1.86834, 1.75137, 0.62343], [-3.13557, 0.63355, 0.64711], [0.64815, 3.02071, -0.32046], [0.98037, 2.10370, -0.38224], [0.42486, 3.50263, -1.09957], [1.49173, -1.17525, 1.37722], [1.99115, -1.09437, 2.26852], [1.83658, -0.30389, 1.10760]], "smiles": "C/C=C/O.O.O.O.O.O.O", "e_homo_ev": -8.285, "total_charge": 0, "homo_lumo_gap_ev": 8.5, "de_lowest_kj_mol": 280.2}

***

# 4
{"formula": "C42H35F7", "method": "ωB97M-V/def2-TZVPD", "elements": ["F", "C", "C", "C", "C", "C", "C", "H", "H", "H", "H", "H", "F", "C", "C", "C", "C", "C", "C", "H", "H", "H", "H", "H", "F", "C", "C", "C", "C", "C", "C", "H", "H", "H", "H", "H", "F", "C", "C", "C", "C", "C", "C", "H", "H", "H", "H", "H", "F", "C", "C", "C", "C", "C", "C", "H", "H", "H", "H", "H", "F", "C", "C", "C", "C", "C", "C", "H", "H", "H", "H", "H", "F", "C", "C", "C", "C", "C", "C", "H", "H", "H", "H", "H"], "coordinates": [[4.47574, 3.29410, 1.79754], [3.19243, 3.35570, 2.16827], [2.67391, 2.95095, 3.38669], [1.32444, 3.08824, 3.64935], [0.46762, 3.55145, 2.69451], [0.99795, 3.98296, 1.48103], [2.35106, 3.93478, 1.22139], [3.28575, 2.47461, 4.13822], [0.89165, 2.77021, 4.58155], [-0.58331, 3.71194, 2.95894], [0.33776, 4.54669, 0.82111], [2.71779, 4.37258, 0.31779], [1.65386, -1.43544, -2.96449], [0.69707, -2.36458, -2.98264], [0.66322, -3.33646, -4.01131], [-0.26340, -4.31989, -4.01146], [-1.31087, -4.34802, -3.04922], [-1.22577, -3.44296, -2.06897], [-0.22969, -2.41228, -1.97956], [1.46851, -3.32694, -4.72961], [-0.24481, -5.04296, -4.80261], [-2.14223, -5.03610, -3.15847], [-2.00914, -3.42386, -1.30597], [-0.23071, -1.63658, -1.17476], [3.09672, 3.21424, -6.22820], [3.32734, 3.21438, -4.90223], [4.50565, 2.59932, -4.47904], [4.79334, 2.70129, -3.10550], [3.90230, 3.36092, -2.23672], [2.75753, 3.96022, -2.75290], [2.41486, 3.82544, -4.08476], [5.18015, 2.16183, -5.21541], [5.68432, 2.27302, -2.69525], [4.10378, 3.46645, -1.16423], [2.02092, 4.42420, -2.12117], [1.54469, 4.21508, -4.56986], [0.06851, -3.22450, 2.31553], [0.49210, -4.14678, 1.43037], [1.63614, -3.96692, 0.71135], [2.07477, -4.92130, -0.20554], [1.34551, -6.08472, -0.34569], [0.16290, -6.22815, 0.40455], [-0.30564, -5.22423, 1.27088], [2.09991, -2.97328, 0.74242], [2.94434, -4.77300, -0.80492], [1.67578, -6.86726, -1.00592], [-0.49962, -7.06193, 0.28042], [-1.21032, -5.25149, 1.84320], [-1.36858, 2.82385, 5.52346], [-1.89743, 1.68915, 4.87824], [-2.82193, 2.02955, 3.92237], [-3.49224, 0.90239, 3.39540], [-3.16926, -0.38830, 3.76926], [-2.15762, -0.67409, 4.69136], [-1.55151, 0.43241, 5.34907], [-3.05270, 3.04986, 3.70432], [-4.27442, 1.15351, 2.62654], [-3.66590, -1.22926, 3.32085], [-1.90102, -1.63480, 5.04644], [-0.77463, 0.30159, 6.05551], [-3.27271, -1.81931, -0.07398], [-3.97670, -0.71374, -0.42866], [-5.15903, -0.49329, 0.22634], [-5.82741, 0.68272, -0.08928], [-5.31350, 1.50923, -1.07260], [-4.14961, 1.30144, -1.73365], [-3.42760, 0.16427, -1.34951], [-5.50089, -1.21405, 1.00381], [-6.81394, 0.84191, 0.35101], [-5.82898, 2.46774, -1.28963], [-3.82671, 2.03115, -2.45209], [-2.49923, -0.12751, -1.88930], [2.86771, -0.37857, 1.75328], [1.98427, 0.10396, 0.91879], [2.38477, 0.29908, -0.39011], [1.45623, 0.74795, -1.24920], [0.16791, 1.03623, -0.84779], [-0.22740, 0.74632, 0.43971], [0.71048, 0.25095, 1.34483], [3.33495, 0.08469, -0.73326], [1.68879, 0.98313, -2.27092], [-0.57540, 1.39319, -1.56586], [-1.26096, 1.00240, 0.68602], [0.41735, 0.04328, 2.37052]], "smiles": "Fc1ccccc1.Fc1ccccc1.Fc1ccccc1.Fc1ccccc1.Fc1ccccc1.Fc1ccccc1.Fc1ccccc1", "e_homo_ev": -8.928, "total_charge": 0, "homo_lumo_gap_ev": 9.5, "de_lowest_kj_mol": 102.0}